Below is an isolated molecule of C20H19N3O5, with properties calculated with ωB97M-V with the def2-TZVPD basis set.

Computed properties:
Kohn-Sham gap ... 8.2 eV
Lowest unoccupied orbital energy ... -0.48 eV
E_tot ... -1313.4046 Ha

Positions of all 47 atoms, in Å:
C 2.07 6.87 4.87
H 3.17 6.69 5.05
O 1.77 5.79 3.83
C 1.86 4.62 4.13
C 2.40 4.23 5.25
C 2.27 2.85 5.62
C 1.79 2.05 4.66
C 1.63 2.37 3.37
C 1.58 3.76 3.21
H 1.13 4.17 2.18
C 1.12 1.38 2.47
N 0.78 1.94 1.26
O 0.43 1.03 0.21
C 0.61 -0.31 1.07
C 1.23 0.09 2.22
H 1.32 -0.53 3.10
C 0.33 -1.48 0.38
O 0.39 -2.47 1.27
N 0.19 -1.89 -0.87
C -0.27 -3.07 -1.23
C -1.23 -2.96 -2.31
N -1.01 -2.19 -3.26
C -1.37 -2.46 -4.65
O -0.96 -1.75 -5.52
C -2.21 -3.48 -4.94
C -3.64 -3.65 -4.34
C -4.38 -4.34 -5.21
C -3.55 -4.85 -6.14
O -2.54 -3.91 -6.05
H -3.82 -5.30 -7.08
H -5.26 -5.00 -4.83
H -3.82 -3.14 -3.39
C 0.12 -1.30 -3.21
C 0.07 -0.56 -1.88
H -0.89 -0.06 -1.71
H 0.85 -0.14 -1.57
H 1.28 -1.77 -3.44
H -0.19 -0.44 -3.86
H -2.19 -2.54 -1.77
H -1.65 -4.01 -2.43
H 0.51 -3.49 -1.84
H -0.62 -3.62 -0.22
H 1.96 0.91 4.83
H 2.62 2.50 6.52
H 2.70 4.77 6.31
H 1.98 7.83 4.27
H 1.45 6.86 5.66

Below is an isolated molecule of C21H27N3O7S2, with properties calculated with ωB97M-V with the def2-TZVPD basis set.

Computed properties:
Kohn-Sham gap ... 8.4 eV
Lowest unoccupied orbital energy ... -1.08 eV
E_tot ... -2303.7007 Ha

Positions of all 60 atoms, in Å:
C -4.06 -0.16 5.26
H -4.77 0.00 6.07
H -4.42 -0.98 4.64
H -4.03 0.74 4.65
C -2.68 -0.48 5.81
N -1.75 -0.80 4.72
S -1.79 -2.30 3.97
O -3.11 -2.65 3.54
O -1.09 -3.23 4.81
C -0.76 -1.93 2.55
C 0.61 -1.82 2.75
C 1.44 -1.53 1.68
C 0.87 -1.34 0.43
C -0.52 -1.46 0.25
C -1.35 -1.75 1.31
H -2.42 -1.86 1.20
C -0.84 -1.22 -1.16
N -2.04 -1.24 -1.60
O -2.24 -0.99 -2.93
H -3.20 -1.10 -3.06
C 0.45 -0.97 -1.83
C 0.74 -0.70 -3.15
C 2.07 -0.48 -3.49
C 3.08 -0.55 -2.55
C 2.80 -0.83 -1.22
C 1.47 -1.03 -0.86
H 3.59 -0.89 -0.49
H 4.10 -0.39 -2.89
S 2.46 -0.14 -5.20
O 3.88 0.05 -5.30
O 1.84 -1.14 -6.01
N 1.68 1.26 -5.61
H 0.81 1.05 -6.06
C 1.73 2.57 -4.97
C 1.57 3.62 -6.07
H 2.42 3.56 -6.75
H 1.55 4.62 -5.63
H 0.66 3.46 -6.63
C 0.61 2.70 -3.93
H 0.74 1.98 -3.13
H 0.61 3.70 -3.51
H -0.36 2.53 -4.40
C 3.10 2.76 -4.28
O 4.18 2.73 -5.15
H 4.31 1.80 -5.43
H 3.10 3.75 -3.81
H 3.20 2.00 -3.48
H -0.02 -0.66 -3.91
H 2.51 -1.45 1.82
H 1.00 -1.99 3.74
H -1.80 -0.08 4.00
C -2.09 0.70 6.58
H -1.16 0.40 7.05
H -2.79 1.03 7.35
H -1.90 1.54 5.90
C -2.76 -1.71 6.75
O -1.53 -2.10 7.27
H -1.07 -2.59 6.57
H -3.38 -1.43 7.61
H -3.25 -2.53 6.21

Below is an isolated molecule of C18H36N2O2, with properties calculated with ωB97M-V with the def2-TZVPD basis set.

Computed properties:
Kohn-Sham gap ... 9.2 eV
Lowest unoccupied orbital energy ... 0.75 eV
E_tot ... -967.4682 Ha

Positions of all 58 atoms, in Å:
C 0.52 5.13 -3.10
C 1.70 5.13 -2.13
C 1.34 4.46 -0.81
C 2.52 4.45 0.16
C 2.19 3.90 1.55
C 1.78 2.42 1.56
H 2.16 1.93 0.66
H 2.23 1.93 2.42
C 0.26 2.24 1.63
N -0.23 0.87 1.53
C -0.01 0.27 0.23
H 1.01 -0.13 0.11
C -1.01 -0.87 -0.02
N -0.57 -2.14 0.52
C -0.36 -2.33 1.84
O 0.11 -3.37 2.28
C -0.74 -1.20 2.77
H -0.66 -1.59 3.78
H -1.77 -0.88 2.59
C 0.19 0.02 2.62
H 1.22 -0.34 2.50
H 0.13 0.60 3.54
C -0.14 -3.19 -0.39
H 0.11 -4.04 0.26
C -1.23 -3.63 -1.37
H -1.41 -2.85 -2.11
H -0.87 -4.51 -1.91
C -2.56 -3.98 -0.69
C -2.41 -5.16 0.28
H -2.01 -6.02 -0.24
H -3.38 -5.43 0.69
H -1.75 -4.91 1.10
C -3.61 -4.30 -1.75
H -3.74 -3.46 -2.43
H -3.31 -5.17 -2.33
H -4.57 -4.52 -1.29
H -2.90 -3.11 -0.12
C 1.14 -2.77 -1.13
O 2.13 -2.30 -0.24
H 2.19 -2.91 0.50
H 0.95 -1.95 -1.82
H 1.52 -3.63 -1.70
H -1.97 -0.59 0.42
H -1.15 -1.00 -1.09
H -0.17 1.04 -0.53
H -0.10 2.64 2.58
H -0.23 2.81 0.83
H 3.08 4.03 2.17
H 1.39 4.50 1.99
H 3.33 3.86 -0.27
H 2.89 5.47 0.27
H 1.02 3.44 -1.01
H 0.50 4.99 -0.35
H 2.01 6.16 -1.94
H 2.54 4.61 -2.58
H 0.79 5.61 -4.04
H -0.33 5.65 -2.68
H 0.21 4.11 -3.32

The records above yield energy above the lowest of the compared OMol25 structures with the same formula, charge and spin values of 1799.7; 268.8; 158.8 kJ/mol, respectively.